ORCA calculation (ωB97M-V/def2-TZVPD) on a gas-phase ion, C6H12N3 (charge +1) in a non-equilibrium geometry.

Structure (XYZ):
```
21
Properties=species:S:1:pos:R:3:forces:R:3
C -2.328 0.745 1.176 -1.1077 -1.2393 -0.6380
C -1.022 0.675 0.966 1.0199 0.4511 -0.8994
C 0.138 0.986 1.892 -3.4371 1.4398 -0.6231
C -0.490 0.325 -0.488 -2.4222 2.1673 0.8302
N -1.464 -0.600 -1.053 -0.5751 0.2350 -0.7009
N -1.049 -1.741 -1.191 0.4127 0.2953 0.1756
C 0.341 -1.824 -0.773 0.2728 -1.7780 1.4294
N 0.783 -0.398 -0.507 0.2219 -0.7623 -1.0825
C 1.676 0.220 -1.583 3.2571 -0.1607 3.1481
H -2.775 1.010 2.149 0.4301 -0.0503 -0.6414
H -3.025 0.333 0.366 0.9329 1.0526 1.3597
H 0.708 0.165 1.877 2.7009 -2.9606 0.4623
H 0.662 1.848 1.618 1.0104 1.3067 -0.7219
H -0.149 1.130 2.894 -0.6602 0.1101 1.2789
H -0.467 1.297 -1.117 0.2325 -1.7067 0.9670
H 0.380 -2.513 0.190 0.1603 1.5463 -1.9406
H 0.939 -2.229 -1.584 0.1100 -0.2339 0.1813
H 1.229 -0.370 0.418 0.0991 0.1891 -0.5906
H 1.186 0.418 -2.522 -0.6127 0.8002 0.2662
H 2.235 1.018 -0.874 -1.4159 -0.9595 -2.7525
H 2.490 -0.494 -1.855 -0.6299 0.2578 0.4923
```
Positions in Å, forces in eV/Å.

Orbital gap: 10.45 eV
E_tot: -399.7140 Eh
LUMO level: -3.48 eV
Net charge: +1
SMILES: C=C(C)[C@@H]1N=NC[N@H+]1C
Spin multiplicity: 1
Relative energy (zero: lowest compared OMol25 entry of this formula, charge and spin): 104.8 kcal per mole

***

ORCA calculation (ωB97M-V/def2-TZVPD) on a single C4H8O2 molecule.

Structure (XYZ):
```
14
Properties=species:S:1:pos:R:3:forces:R:3
C 1.233 0.383 0.895 0.0398 0.0526 0.0262
C 0.204 -0.112 -0.104 0.1945 -0.1128 -0.0933
C 0.263 0.608 -1.444 -0.0412 0.0919 0.1091
O -1.113 0.121 0.460 -0.0010 -0.0928 0.0437
C -1.845 -0.965 0.711 -0.1491 -0.2716 -0.0361
O -1.507 -2.111 0.567 -0.1455 0.3492 0.0902
H 2.230 0.366 0.444 -0.1288 -0.0148 0.0593
H 0.999 1.414 1.178 0.0764 -0.0943 -0.0247
H 1.252 -0.233 1.800 -0.0522 0.0840 -0.1647
H 0.299 -1.188 -0.243 0.0383 0.0956 -0.0462
H -0.714 0.573 -1.935 0.1961 -0.0846 0.0050
H 1.006 0.138 -2.092 -0.0482 0.0996 0.0549
H 0.533 1.658 -1.299 -0.0452 -0.0491 -0.0782
H -2.838 -0.652 1.061 0.0661 -0.0528 0.0547
```
Positions in Å, forces in eV/Å.

Orbital gap: 11.66 eV
E_tot: -307.6946 Eh
LUMO level: 0.99 eV
SMILES: CC(C)OC=O
Spin multiplicity: 1
Relative energy (zero: lowest compared OMol25 entry of this formula, charge and spin): 11.2 kcal per mole

***

ORCA calculation (ωB97M-V/def2-TZVPD) on a single C7H12 molecule in a non-equilibrium geometry.

Structure (XYZ):
```
19
Properties=species:S:1:pos:R:3:forces:R:3
C 2.022 0.912 0.115 -0.2312 0.8544 -0.5700
C 1.651 -0.398 -0.026 -0.5527 -0.5346 0.2950
C 2.502 -1.437 -0.414 -1.3602 1.4090 0.6291
C 0.176 -0.741 0.275 2.2260 0.1493 -0.4006
C -0.758 0.142 1.062 -1.3676 -0.1129 -1.7295
C -1.896 1.012 -0.038 0.7673 1.3520 2.7341
C -2.403 0.044 -0.972 0.4330 2.5247 0.5912
H -0.454 0.834 1.839 0.2829 -0.1118 0.0728
H 2.986 1.328 -0.204 -0.2390 -0.3746 0.4587
H 1.234 1.620 0.370 0.3531 0.0094 0.0447
H 2.146 -2.452 -0.298 0.3970 -0.0786 -0.3644
H 3.486 -1.123 -0.677 0.7112 -0.5099 -0.2087
H 0.307 -1.759 0.678 -0.8531 0.2113 0.0221
H -0.254 -0.751 -0.723 -0.2230 -0.8186 -0.0821
H -1.510 -0.581 1.317 -0.3051 0.0773 1.2843
H -1.950 0.190 -1.934 -0.2909 -0.7903 -0.6273
H -2.536 1.562 0.739 0.0224 -1.7401 -0.8142
H -3.385 -0.336 -0.786 -0.2004 -0.6584 -0.2561
H -1.363 1.933 -0.321 0.4304 -0.8576 -1.0792
```
Positions in Å, forces in eV/Å.

Orbital gap: 3.36 eV
E_tot: -273.6339 Eh
LUMO level: -2.41 eV
Spin multiplicity: 1
Relative energy (zero: lowest compared OMol25 entry of this formula, charge and spin): 172.3 kcal per mole

***

ORCA calculation (ωB97M-V/def2-TZVPD) on a single C6H6S2 molecule in a non-equilibrium geometry.

Structure (XYZ):
```
14
Properties=species:S:1:pos:R:3:forces:R:3
C -0.289 1.701 -1.154 0.4264 -1.5373 0.7334
C -0.382 1.325 1.670 1.2052 1.0321 -1.4401
C -0.123 0.452 -1.430 0.4756 1.4929 -1.1173
C -0.404 -0.153 1.434 2.8990 1.1295 3.4219
C 0.208 -0.851 -0.927 -3.8478 -1.1398 1.0239
C 0.694 -0.797 0.519 -3.5456 2.3192 -0.9570
S -0.243 1.457 -2.967 -0.0069 -0.0069 0.0730
S -0.168 2.435 0.446 -0.8038 0.4169 1.2960
H -0.320 -0.553 2.552 -0.4710 0.1972 -2.5754
H -1.353 -0.232 1.041 -2.4911 -1.1356 -0.8476
H -0.807 -1.409 -1.124 1.5687 0.4506 0.9559
H 0.842 -1.431 -1.480 2.0046 -0.9708 -1.9130
H 1.575 -0.241 0.455 1.5851 0.7796 0.6455
H 0.770 -1.703 0.966 1.0016 -3.0276 0.7008
```
Positions in Å, forces in eV/Å.

Orbital gap (spin up / spin down): 7.50 / 7.50 eV
E_tot: -1028.3790 Eh
LUMO level (spin up / spin down): -0.34 / -0.34 eV
Spin multiplicity: 1
Relative energy (zero: lowest compared OMol25 entry of this formula, charge and spin): 110.9 kcal per mole

***

ORCA calculation (ωB97M-V/def2-TZVPD) on a molecular structure, C3H9N2O in a non-equilibrium geometry.

Structure (XYZ):
```
15
Properties=species:S:1:pos:R:3:forces:R:3
C -0.234 -0.895 -0.187 11.4821 -6.4359 0.4129
C -2.416 -0.002 -0.052 -0.9977 1.0525 -0.5401
C 1.707 -0.604 -0.071 -5.2842 0.1263 4.7302
N -0.987 0.123 -0.107 -7.4568 7.0044 -0.5719
N 1.926 0.778 0.094 -1.3113 1.0383 -0.5782
O -0.539 1.257 0.288 0.7847 0.6200 0.7756
H -0.457 -1.873 -0.491 -0.9599 -0.7569 -0.3040
H -2.801 -0.476 -0.938 0.1113 -0.6200 -0.3605
H -2.677 -0.556 0.822 -0.2625 -0.7036 0.7306
H -2.948 0.966 -0.016 0.8167 -0.1865 0.1578
H 2.200 -0.990 -0.829 1.7496 -2.1709 -3.8255
H 2.009 -1.062 0.906 -0.7049 -0.2777 -1.1644
H 0.558 1.169 0.314 0.6744 0.1976 -0.4397
H 2.335 1.229 -0.717 0.2735 0.2749 0.4667
H 2.325 0.936 0.985 1.0851 0.8376 0.5106
```
Positions in Å, forces in eV/Å.

Orbital gap (spin up / spin down): 8.55 / 7.31 eV
⟨S²⟩: 2.01
E_tot: -303.9311 Eh
LUMO level (spin up / spin down): -2.99 / -7.56 eV
Net charge: +1
Spin multiplicity: 3
Relative energy (zero: lowest compared OMol25 entry of this formula, charge and spin): 87.4 kcal per mole

***

ORCA calculation (ωB97M-V/def2-TZVPD) on a molecular structure, C31H44BrCoN3P2 in a non-equilibrium geometry.

Structure (XYZ):
```
82
Properties=species:S:1:pos:R:3:forces:R:3
N 2.083 -5.089 -2.115 0.2418 -0.2322 -0.4514
C 2.991 -4.258 -1.608 -0.4545 0.4969 0.3897
C 2.627 -3.120 -0.878 -0.6364 -0.2879 -0.1899
C 1.246 -2.878 -0.674 -0.1680 0.0118 -0.3904
C 0.301 -3.761 -1.223 0.6690 -0.3438 -0.3422
C 0.786 -4.849 -1.963 -0.2649 0.5334 0.5313
C 0.835 -1.810 0.255 -0.1505 -3.5460 2.4646
Co -0.114 -0.265 -0.025 1.7349 2.8927 -2.2936
P -0.774 1.412 1.021 -1.3935 2.2191 2.9092
C -0.463 -1.786 0.952 1.8949 -3.6770 1.1753
C -0.518 -1.842 2.450 -0.2054 0.5626 0.0366
C -1.756 -1.942 3.129 0.4445 0.1941 0.0383
C -1.856 -1.666 4.495 0.2594 -0.0804 -0.4471
C -0.709 -1.293 5.216 0.3091 -0.5972 -1.7632
C 0.549 -1.382 4.593 -0.2457 -0.3492 -0.5084
C 0.640 -1.701 3.230 -0.3142 0.2430 0.5367
Br -0.856 -0.725 6.939 -0.0711 0.3412 1.2381
H 1.712 -1.423 0.777 -0.5065 -0.3424 0.2441
H -1.320 -2.288 0.481 0.4138 0.0431 -0.0569
H 3.396 -2.471 -0.459 -0.2377 -0.0739 -0.0544
H -0.776 -3.658 -1.074 0.3603 0.0585 0.0075
H 4.044 -4.491 -1.772 -0.2948 -0.0571 0.0133
H 0.078 -5.551 -2.409 0.3325 0.0830 0.0830
H -2.640 -2.233 2.559 0.1000 0.1572 0.2390
H 1.621 -1.842 2.786 -0.1058 0.1905 0.0964
H -2.825 -1.711 4.987 0.2316 0.0001 -0.0500
H 1.469 -1.207 5.141 -0.2261 -0.0444 0.1281
P -0.719 -0.027 -2.147 -1.4294 0.2208 -3.0955
C -0.486 1.609 2.848 0.6493 -0.4238 0.0801
C -1.553 2.032 3.876 -0.0690 0.1943 -0.1452
H 0.374 2.290 2.924 -0.1092 -0.1700 -0.0160
H -0.123 0.612 3.162 -0.0998 0.4472 -0.2183
H -1.136 1.821 4.874 -0.1627 0.0553 -0.3481
H -1.765 3.110 3.844 -0.0927 -0.3742 -0.1342
H -2.483 1.455 3.786 0.2133 0.2121 -0.0472
C -2.426 0.364 0.932 -0.2918 0.3661 -0.9316
C -3.875 0.838 0.778 0.0919 0.0906 0.0442
H -2.439 -0.312 1.802 0.7567 0.7386 -0.1672
H -2.208 -0.297 0.046 -0.3430 0.5985 0.7336
H -4.480 -0.042 0.483 0.2167 0.4540 0.0641
H -4.256 1.168 1.755 0.0582 0.2081 -0.4956
H -3.973 1.611 0.009 -0.2350 -0.0537 0.3056
C 0.004 2.978 0.168 -0.3817 -0.4140 -0.7303
C 0.193 4.369 0.765 -0.4370 0.2913 0.2018
H -0.496 3.065 -0.802 0.0586 0.0366 0.2794
H 1.019 2.625 -0.081 -0.6956 -0.2681 0.2662
H 1.035 4.854 0.246 -0.2046 -0.2973 0.1225
H -0.672 5.010 0.573 0.0348 -0.1359 0.3290
H 0.436 4.370 1.830 -0.1160 -0.0105 -0.0703
C -0.365 1.582 -3.003 0.2246 0.0593 0.4217
C -0.733 1.671 -4.483 -0.0262 0.0017 -0.1598
H 0.702 1.800 -2.853 -0.3118 0.1211 -0.0546
H -0.934 2.337 -2.446 0.1474 -0.1191 -0.1741
H -0.139 1.004 -5.113 -0.0936 0.0536 0.1385
H -1.795 1.470 -4.653 0.1894 0.0166 -0.0336
H -0.546 2.691 -4.833 -0.0138 -0.1330 0.0745
C -2.568 -0.125 -2.419 0.6087 0.3970 0.2852
C -3.200 -1.427 -1.954 -0.3567 -0.1692 -0.0876
H -2.727 0.034 -3.495 0.0592 -0.1724 0.3088
H -3.005 0.749 -1.913 -0.0019 -0.2232 -0.0849
H -2.676 -2.299 -2.362 -0.2302 0.1407 0.0293
H -3.232 -1.526 -0.861 0.0248 -0.0399 -0.2907
H -4.242 -1.446 -2.299 0.2589 -0.2022 0.0843
C -0.159 -1.255 -3.415 -0.1469 -0.2470 0.3113
C 1.337 -1.266 -3.692 0.2886 -0.2739 -0.0776
H -0.723 -1.047 -4.336 0.0362 0.0773 0.3756
H -0.483 -2.242 -3.053 0.1095 0.2719 -0.2287
H 1.525 -1.806 -4.633 0.0231 0.2418 0.3302
H 1.760 -0.256 -3.790 -0.1216 -0.2523 -0.1447
H 1.874 -1.803 -2.897 -0.0842 0.2843 -0.3013
N 5.519 4.666 0.406 -1.9478 -2.4801 -0.1960
C 4.805 3.737 0.324 1.6928 2.1013 0.0673
C 3.920 2.595 0.212 0.1801 0.1201 0.3351
C 3.509 2.126 -1.036 -0.0030 -0.1668 -0.2090
C 2.595 1.077 -1.078 -0.0085 0.6996 0.7476
N 2.008 0.633 0.046 0.6121 -1.1250 -0.3621
C 2.543 0.924 1.247 0.1341 0.8879 -0.4944
C 3.501 1.931 1.372 -0.3461 -0.3402 0.0952
H 3.875 2.591 -1.949 0.0360 -0.2000 0.1760
H 2.282 0.615 -2.008 -0.0457 0.2313 0.1136
H 2.168 0.383 2.122 -0.0537 0.3109 -0.3171
H 3.866 2.211 2.358 0.0371 -0.0337 -0.2889
```
Positions in Å, forces in eV/Å.

Orbital gap (spin up / spin down): 7.19 / 5.42 eV
⟨S²⟩: 3.78
E_tot: -6010.6984 Eh
LUMO level (spin up / spin down): -6.57 / -8.46 eV
Net charge: +2
Spin multiplicity: 4
Relative energy (zero: lowest compared OMol25 entry of this formula, charge and spin): 25.1 kcal per mole